The following is a DFT calculation (ωB97M-V/def2-TZVPD) of a 15-piece molecular cluster, C17H67N13O15 overall in a non-equilibrium geometry.

```
112
Properties=species:S:1:pos:R:3:forces:R:3:mulliken_charge:R:1
C -22.54080 6.30719 4.34135 -1.32 0.25 0.60 -1.6570
C -21.52973 6.59133 5.42230 -0.40 0.91 0.48 0.5799
C -22.18536 7.51101 6.48703 -0.36 0.79 1.67 -0.5584
O -21.16101 8.28205 7.14354 0.91 0.05 -0.57 -0.2530
C -21.60073 9.44176 7.83463 0.15 -0.41 0.49 -0.8552
N -21.06373 5.34999 6.02554 -0.32 0.83 1.92 -0.0285
H -22.13936 5.57320 3.66690 -0.15 -0.25 -0.56 0.3174
H -22.76173 7.24559 3.84163 0.13 0.01 -0.46 0.4995
H -23.55636 5.98206 4.74201 1.41 -0.01 -0.27 0.2891
H -20.66708 7.17149 5.03183 -0.48 -0.16 -0.07 0.3191
H -22.66598 6.93620 7.33689 0.12 0.10 -1.13 0.0791
H -22.97921 8.24616 6.11792 1.00 -1.09 -0.14 0.5022
H -22.29741 9.09981 8.61459 -0.13 0.56 -0.15 0.2999
H -22.02270 10.15856 7.12796 -0.41 0.00 0.05 0.3720
H -20.75748 9.97838 8.33888 -0.36 -0.85 -0.52 0.2212
H -20.64626 4.71140 5.40003 0.49 -0.53 -1.19 0.1897
H -20.36601 5.56179 6.75699 -0.46 -0.42 -0.33 -0.1171
C -19.26443 -0.05758 4.40542 0.60 -0.20 -0.55 -1.2530
C -18.05364 -0.36512 5.29799 -0.47 0.22 0.27 0.4414
C -17.02932 0.74008 5.47741 -0.28 -1.20 0.22 -0.4052
O -16.73127 1.34780 4.26253 0.32 0.52 0.37 -0.3179
C -15.49285 2.03333 4.28933 0.16 0.96 -2.02 -0.7295
N -18.48093 -0.68940 6.68589 -0.32 -0.05 -0.21 -0.5411
H -19.85234 0.80193 4.69347 -0.03 0.25 0.33 -0.0769
H -19.87532 -0.94281 4.46019 -0.64 -0.28 0.09 0.4578
H -19.03695 0.03424 3.31772 0.30 0.12 0.91 0.3794
H -17.61239 -1.23180 4.87213 0.75 -0.82 -0.62 0.3806
H -16.13086 0.30224 5.97156 -0.25 0.29 -0.36 0.3512
H -17.53115 1.33469 6.22431 0.15 1.29 0.22 0.0743
H -14.72827 1.40953 4.71269 0.44 -0.21 0.61 0.4031
H -15.48496 3.07005 4.72186 -0.35 -1.01 0.05 0.1798
H -15.20167 2.15315 3.21088 -0.29 0.03 0.91 0.2547
H -19.13711 -1.45976 6.66276 -0.34 0.04 -0.09 0.2154
H -17.70539 -1.09213 7.20194 0.25 0.20 -0.03 0.2448
C -19.15522 7.59025 10.66735 -0.32 -0.94 0.21 -1.7008
C -19.69304 6.41006 9.83348 -0.71 0.39 1.28 1.0503
C -18.66179 6.19850 8.80013 -0.38 -1.46 -1.30 -1.4894
O -18.95300 4.97970 8.10454 -0.45 0.05 -0.26 0.3930
C -17.85298 4.52477 7.35861 -0.42 -0.85 -0.38 -0.7009
N -19.70969 5.24046 10.72691 -1.26 -1.48 -0.39 0.3546
H -19.66147 7.73809 11.60983 -1.02 0.29 -0.07 0.4247
H -19.15406 8.47832 10.04739 0.41 0.34 0.24 0.3443
H -18.19873 7.25028 11.09349 0.30 0.44 -0.82 0.3326
H -20.68708 6.56276 9.36684 0.43 0.39 0.29 -0.0571
H -17.74626 6.04987 9.31469 1.30 0.10 0.41 0.4908
H -18.60252 6.95427 8.02561 0.07 0.73 0.20 0.4986
H -17.25722 3.88611 8.03015 0.35 0.34 -0.44 -0.0559
H -17.31270 5.34674 6.87374 0.29 -0.08 0.34 0.4765
H -18.21274 3.87907 6.52757 0.02 0.27 0.51 -0.1260
H -20.36505 5.41072 11.50266 0.45 0.22 -0.38 -0.0470
H -20.17683 4.42287 10.24131 0.89 1.19 0.50 -0.2554
C -19.04853 6.17852 14.52768 1.58 1.53 -0.97 0.6688
O -20.25618 6.02473 14.64710 0.44 0.61 -0.15 -0.7560
N -18.14260 5.20853 14.73965 -0.52 -1.73 0.32 -0.2623
N -18.36377 7.40368 14.13584 -1.43 -0.55 0.56 -0.4708
H -18.44116 4.22389 14.86103 0.26 1.40 -0.17 0.1422
H -17.16212 5.39132 14.74797 0.35 0.10 -0.08 0.1653
H -18.88381 8.28361 14.08588 0.13 -0.94 -0.02 0.2419
H -17.49514 7.38875 13.60281 -0.56 -0.36 0.42 0.2183
C -17.52689 2.62699 12.88341 -3.12 2.28 -2.49 0.2988
O -16.60203 2.67569 13.65033 1.60 -0.84 1.27 -0.7790
N -18.81622 2.26421 13.28503 2.32 -0.16 0.08 -0.2025
N -17.46511 3.16814 11.59500 -0.48 -1.95 2.58 0.4563
H -19.62964 2.47988 12.76422 -0.61 -0.04 -0.76 0.1557
H -18.86658 2.11420 14.26449 -0.34 -0.26 0.58 0.3382
H -18.30951 3.40050 11.12820 -0.49 0.35 -0.51 -0.3010
H -16.57894 3.36341 11.22706 1.07 0.58 -0.69 0.0706
C -14.42811 7.30902 7.66860 -0.30 1.16 -0.48 0.6417
O -14.52481 6.21752 7.13424 -0.14 0.35 0.56 -0.5777
N -13.64331 7.56354 8.79870 -0.53 -1.30 -1.43 -0.4763
N -15.11627 8.48060 7.16270 0.38 -2.28 0.61 -0.5003
H -13.34607 6.70509 9.28016 -0.29 0.95 -0.22 0.2406
H -13.93617 8.35333 9.32508 -0.02 0.30 0.69 0.2242
H -15.62052 8.30065 6.29443 0.45 0.01 0.41 0.2471
H -14.55608 9.30007 7.14791 0.31 0.70 -0.02 0.2276
C -19.74939 1.50798 9.73912 -2.77 1.30 2.62 0.5841
O -20.30480 1.99353 10.76170 -0.68 0.71 -1.39 -0.6643
N -18.68882 0.82151 9.93833 3.47 -2.31 1.42 -0.3132
N -20.21002 1.52787 8.50461 -2.11 1.63 -2.91 -0.0299
H -18.08818 0.74518 9.17012 1.23 -0.56 -0.87 0.1826
H -18.31029 0.84005 10.88140 -0.04 0.05 -0.57 0.2432
H -19.75370 1.13965 7.65968 -0.06 0.06 1.29 -0.0023
H -20.94975 2.23058 8.31770 0.64 -0.70 0.14 -0.0086
C -22.53594 3.12327 2.82524 -1.03 0.66 -2.63 0.4797
O -22.32212 3.63215 1.72413 0.15 0.41 0.02 -0.7193
N -21.45622 2.68588 3.51325 -1.74 -0.67 2.22 -0.0635
N -23.90104 3.06231 3.18603 2.74 -0.90 2.28 -0.3675
H -21.58036 2.03496 4.27809 0.01 0.21 0.04 0.1181
H -20.58326 2.80544 3.07641 0.75 0.01 -0.64 0.1384
H -24.42705 3.21162 2.37341 -0.89 0.06 -0.96 0.2380
H -24.18681 2.36074 3.86402 -0.03 0.26 -0.21 0.2227
O -22.58640 3.60306 7.54437 0.98 -1.00 -1.13 -0.8354
H -22.25019 4.23504 6.83569 -0.01 0.40 0.96 0.4092
H -23.18953 3.98959 8.15664 -0.67 0.81 0.40 0.2348
O -15.28402 3.97721 9.46817 0.98 -0.66 0.86 -0.5846
H -14.31802 3.79957 9.52790 -1.11 0.33 -0.35 0.2462
H -15.44545 4.48667 8.67779 0.33 0.39 -0.53 0.2710
O -14.90548 4.80558 13.38746 0.08 0.39 -0.11 -0.6488
H -15.59152 4.11911 13.41704 0.01 -0.34 0.10 0.3101
H -14.16781 4.37086 12.95113 0.02 0.04 0.08 0.2628
O -23.09755 1.57848 5.79587 0.53 1.25 1.44 -0.6834
H -22.89428 0.86101 6.40623 -0.13 -0.36 -0.26 0.2803
H -22.97027 2.36371 6.45257 -0.45 -1.05 -1.21 0.4653
O -22.92625 4.59863 10.89569 -0.06 0.11 0.15 -0.5706
H -22.40095 3.85562 10.58743 0.18 -0.22 -0.04 0.2429
H -22.82840 4.58291 11.86164 -0.25 0.00 0.07 0.2665
O -23.12715 7.49916 10.43951 -0.17 -0.05 0.48 -0.5398
H -23.19034 6.53326 10.52108 0.17 -0.06 -0.17 0.2987
H -23.34262 7.79449 11.33712 0.09 0.05 -0.35 0.2627
O -22.68560 4.88921 13.94163 0.13 -0.19 -0.49 -0.6913
H -23.02837 5.22494 14.77782 0.27 0.00 -0.20 0.2645
H -21.73500 5.10994 13.92107 -0.38 0.18 0.55 0.4976
```
Forces are in eV/Å.

Calculated values
Calculated total energy   -2528.49909 Ha
2S+1   1
LUMO level   0.1 eV
Energy relative to the best compared isomer or geometry (same formula, charge and spin)   0.0 kJ/mol
Gap between HOMO and LUMO   0.342 Ha

***

The following is a DFT calculation (ωB97M-V/def2-TZVPD) of C5H9N as an isolated structure in a non-equilibrium geometry.

```
15
Properties=species:S:1:pos:R:3:forces:R:3:mulliken_charge:R:1
C 1.67864 -0.05605 -0.25823 0.16 -0.10 0.15 -1.4942
C 0.19447 -0.07278 -0.02178 0.47 -0.01 0.22 0.7013
C -0.67585 -0.04380 1.26006 0.30 -0.09 0.31 -0.4194
N -1.71847 0.29917 0.25500 0.13 -0.82 -0.83 -0.4930
C -0.66386 1.14060 -0.40166 0.23 0.12 -0.40 -0.3688
C -0.74277 -1.07509 -0.62029 -0.63 0.38 0.25 -0.6177
H 1.87879 0.08428 -1.33106 -0.08 -0.10 0.24 0.3431
H 2.16326 -0.97654 0.06844 0.10 0.03 0.03 0.3551
H 2.11801 0.79821 0.26529 0.10 -0.16 -0.01 0.3223
H -0.92600 -0.94304 1.83795 0.44 0.05 -0.22 0.2735
H -0.33461 0.75857 1.91973 -0.65 0.24 0.05 0.2953
H -0.40269 2.07111 0.13520 -0.32 -0.24 -0.03 0.2672
H -0.91330 1.36521 -1.43926 0.37 -0.12 -0.10 0.2892
H -0.42082 -1.49343 -1.60992 -1.31 1.18 -0.08 0.2863
H -1.23481 -1.85640 -0.05945 0.70 -0.36 0.43 0.2598
```
Forces are in eV/Å.

Calculated values
Calculated total energy   -250.50218 Ha
2S+1   1
LUMO level   0.8 eV
Energy relative to the best compared isomer or geometry (same formula, charge and spin)   432.6 kJ/mol
Gap between HOMO and LUMO   0.346 Ha

***

The following is a DFT calculation (ωB97M-V/def2-TZVPD) of the molecule CH4Se in a non-equilibrium geometry.

```
6
Properties=species:S:1:pos:R:3:forces:R:3:mulliken_charge:R:1
C -0.37806 -0.38599 -0.21168 -0.12 0.23 1.22 -0.9411
Se 1.45848 0.12775 -0.20279 0.54 3.03 1.06 -0.0941
H -0.44766 -0.85255 0.73399 -0.67 -1.00 0.73 0.3265
H -0.97997 0.46677 -0.12577 -0.69 1.49 0.00 0.3052
H -0.84983 -0.94690 -0.97391 0.48 -0.88 -1.10 0.3381
H 1.19704 1.59092 0.78016 0.46 -2.86 -1.91 0.0654
```
Forces are in eV/Å.

Calculated values
Calculated total energy   -2441.86719 Ha
2S+1   1
LUMO level   0.3 eV
Energy relative to the best compared isomer or geometry (same formula, charge and spin)   77.2 kJ/mol
Structure (SMILES)   C[SeH]
Gap between HOMO and LUMO   0.330 Ha

***

Q: Which formula does entry 3 have?
A: CH4Se